--- one ---
DFT (ωB97M-V with the def2-TZVPD basis set) results for a structure of composition C18H16Cl3N2O10P2RuS2.

```
54
Properties=species:S:1:pos:R:3:nbo_charge:R:1
Ru -1.517 -0.052 0.037 1.036
C -1.708 -3.527 0.608 -0.678
C -0.672 -2.680 -0.034 0.438
N -0.954 -1.880 -1.029 -0.338
N 0.133 -1.664 -1.886 -0.353
C 0.225 -0.485 -2.365 -0.104
S -0.737 0.872 -1.895 0.058
S 1.540 -0.238 -3.555 0.193
C 2.924 0.017 -2.380 -0.534
C 3.078 1.420 -1.867 -0.034
C 2.405 1.839 -0.722 -0.222
C 2.515 3.152 -0.284 -0.128
C 3.314 4.054 -0.973 -0.250
C 4.003 3.640 -2.105 -0.229
C 3.881 2.331 -2.548 -0.223
C 0.694 -2.666 0.487 -0.254
C 1.495 -3.778 0.707 -0.152
C 2.778 -3.642 1.209 -0.306
C 3.242 -2.362 1.518 -0.193
C 2.448 -1.247 1.346 -0.315
C 1.136 -1.359 0.836 0.482
O 0.392 -0.293 0.742 -0.710
H -2.645 -3.488 0.056 0.244
H -1.888 -3.225 1.637 0.283
H -1.316 -4.551 0.617 0.209
H 3.814 -0.281 -2.937 0.213
H 2.781 -0.696 -1.568 0.247
H 1.770 1.147 -0.181 0.261
H 1.945 3.467 0.579 0.215
H 3.392 5.080 -0.633 0.197
H 4.629 4.338 -2.649 0.192
H 4.406 2.012 -3.442 0.193
H 1.113 -4.759 0.446 0.197
H 3.410 -4.509 1.354 0.193
H 4.246 -2.238 1.910 0.193
H 2.804 -0.256 1.604 0.216
O -3.953 -1.485 -1.816 -0.999
P -4.581 -0.422 -0.771 2.566
O -5.889 0.049 -1.260 -1.146
O -3.473 0.565 -0.431 -1.088
O -4.775 -1.324 0.566 -1.114
P -3.943 -1.146 1.956 2.577
O -4.378 0.297 2.498 -1.019
O -4.361 -2.217 2.874 -1.147
O -2.461 -1.046 1.601 -1.128
H -4.676 -1.990 -2.203 0.490
H -3.774 0.959 2.120 0.522
Cl -2.751 3.185 3.580 0.019
C -1.998 3.849 2.123 -0.183
Cl -3.153 4.943 1.334 0.006
Cl -0.556 4.784 2.609 -0.017
C -1.547 2.750 1.068 0.749
O -1.803 1.567 1.436 -0.686
O -1.005 3.190 0.077 -0.639
```

* total charge: -2
* orbital gap (alpha / beta): 6.91 / 6.93 eV
* <S²>: 0.758
* multiplicity: 2



--- two ---
DFT (ωB97M-V with the def2-TZVPD basis set) results for a structure of composition C18H16Cl3N2O10P2RuS2.

```
54
Properties=species:S:1:pos:R:3:nbo_charge:R:1
Ru 0.987 0.904 -0.970 1.036
C -1.892 -2.530 0.074 -0.683
C -0.708 -1.826 -0.529 0.342
N -0.731 -0.578 -0.824 -0.282
N -1.961 0.080 -0.648 -0.370
C -1.966 1.135 -1.381 -0.058
S -0.651 1.655 -2.403 0.028
S -3.387 2.207 -1.204 0.192
C -3.135 2.584 0.567 -0.537
C -3.641 1.555 1.540 -0.047
C -2.734 0.838 2.316 -0.129
C -3.188 -0.106 3.229 -0.234
C -4.548 -0.345 3.377 -0.238
C -5.457 0.366 2.603 -0.238
C -5.002 1.309 1.692 -0.207
C 0.486 -2.597 -0.887 -0.216
C 0.548 -3.969 -0.610 -0.156
C 1.585 -4.769 -1.045 -0.312
C 2.607 -4.179 -1.797 -0.209
C 2.580 -2.837 -2.087 -0.241
C 1.527 -1.996 -1.642 0.408
O 1.586 -0.745 -1.977 -0.675
H -2.633 -1.807 0.401 0.264
H -1.565 -3.128 0.926 0.217
H -2.351 -3.204 -0.654 0.216
H -3.649 3.536 0.713 0.218
H -2.065 2.744 0.701 0.277
H -1.672 1.018 2.180 0.272
H -2.469 -0.661 3.820 0.211
H -4.900 -1.081 4.091 0.192
H -6.521 0.183 2.706 0.191
H -5.711 1.852 1.075 0.196
H -0.249 -4.422 -0.036 0.195
H 1.602 -5.826 -0.812 0.191
H 3.439 -4.783 -2.148 0.190
H 3.376 -2.361 -2.645 0.211
O 1.975 -0.326 1.113 -1.025
P 1.411 1.032 1.835 2.535
O 1.527 1.010 3.299 -1.125
O 0.063 1.179 1.141 -1.143
O 2.436 2.091 1.133 -1.126
P 1.910 3.492 0.440 2.557
O 3.212 3.928 -0.396 -1.012
O 1.611 4.487 1.477 -1.127
O 0.877 2.991 -0.580 -1.075
H 2.872 -0.228 0.743 0.533
H 3.185 3.460 -1.245 0.504
Cl 4.452 2.605 -3.933 0.015
C 4.898 1.377 -2.733 -0.183
Cl 5.369 -0.114 -3.596 -0.002
Cl 6.281 1.977 -1.798 0.017
C 3.729 1.009 -1.737 0.759
O 2.620 1.557 -2.041 -0.661
O 4.034 0.255 -0.835 -0.657
```

* total charge: -2
* orbital gap (alpha / beta): 6.52 / 6.46 eV
* <S²>: 0.757
* multiplicity: 2



Of the structures shown above, two is the least stable.